Entry from the Open Molecules 2025 dataset: a 2-piece molecular cluster, CH4N3S2 overall in a non-equilibrium geometry (ωB97M-V/def2-TZVPD).

Geometry as XYZ:
```
10
Properties=species:S:1:pos:R:3:forces:R:3
C -0.09499 -0.63916 0.58717 4.77 -4.24 2.65
N -1.23296 -0.50745 0.17648 -5.21 2.35 -0.36
N 1.41357 1.32665 -0.54601 -7.04 -0.57 -0.30
N 0.97108 -1.21056 0.83410 -2.87 2.62 -0.67
S -2.74449 0.24593 0.83813 2.50 -1.83 -1.96
S -4.08098 -0.44548 -0.26136 0.79 0.58 0.83
H 0.99616 1.59143 -1.45156 -0.17 0.74 0.52
H 1.33778 0.34662 -0.71350 -0.13 -1.18 0.31
H 1.14754 -2.09628 1.29587 -0.13 0.17 -0.04
H 2.28729 1.38832 -0.75933 7.50 1.35 -0.99
```
Positions in Å, forces in eV/Å.

- Frontier orbital gap (spin up / spin down): 5.644 / 5.643 eV
- LUMO (spin up / spin down): -8.6 / -8.6 eV
- Charge: +1

=====

Entry from the Open Molecules 2025 dataset: C32H23N8Rh as an isolated structure in a non-equilibrium geometry (ωB97M-V/def2-TZVPD).

Geometry as XYZ:
```
64
Properties=species:S:1:pos:R:3:forces:R:3
Rh 0.82044 -0.73776 1.39656 0.29 -0.04 -0.31
C 3.93231 -2.02831 -1.56942 0.05 -0.03 -0.03
C 3.29931 -1.88050 -0.34708 0.02 -0.01 0.05
N 2.20136 -1.12551 -0.21701 -0.14 0.04 -0.01
C 1.74852 -0.51557 -1.31097 0.00 0.00 -0.14
C 2.34309 -0.52764 -2.56183 0.04 -0.09 0.18
C 3.46201 -1.35049 -2.68655 -0.07 0.05 0.00
C 1.85393 0.34630 -3.64525 0.00 0.03 -0.08
C 0.99207 1.37578 -3.71780 -0.03 0.03 0.01
C 0.59946 2.71213 -1.47023 -0.11 0.02 -0.11
C 0.91610 1.57732 -0.40149 0.39 -0.09 -0.49
N 0.38727 1.21429 0.90145 -0.51 0.33 0.03
C -0.75645 1.64360 1.44195 0.31 -0.03 -0.01
C -1.53312 2.75214 1.05133 -0.04 0.10 0.00
C -2.66381 3.11667 1.77333 -0.05 0.03 0.02
C -3.06428 2.41185 2.88784 -0.02 0.06 -0.03
C -2.34783 1.25746 3.30287 0.18 -0.13 -0.06
C -2.72690 0.45932 4.39920 0.01 0.01 -0.01
C -1.99431 -0.65973 4.70007 -0.04 0.05 0.05
C -0.90540 -0.99911 3.89523 0.03 0.03 0.04
N -0.53323 -0.27178 2.85199 -0.20 0.08 0.04
C -1.21951 0.86456 2.56787 -0.16 0.03 0.17
H 4.80953 -2.65571 -1.63764 0.00 0.00 0.01
H 3.67550 -2.36631 0.54323 -0.03 0.00 0.01
H 3.98052 -1.43284 -3.63377 0.01 0.00 0.00
H 2.34068 0.12561 -4.59063 0.00 0.01 0.00
H 0.92770 1.78921 -4.71976 0.05 -0.02 -0.01
H 0.01827 3.57610 -1.14959 -0.02 -0.06 -0.02
H -1.25182 3.34356 0.19688 0.02 -0.02 0.03
H -3.23280 3.97950 1.45536 0.01 0.00 0.01
H -3.93556 2.72005 3.45068 0.00 0.00 -0.01
H -3.59028 0.73785 4.99003 0.00 -0.01 0.01
H -2.24766 -1.28841 5.54133 0.01 0.00 0.00
H -0.31878 -1.88044 4.11710 -0.02 -0.03 -0.08
N 2.02377 2.97973 -1.46231 0.09 0.00 -0.06
C 2.31549 2.08546 -0.46041 -0.15 0.06 0.19
N 0.67344 0.33441 -1.14799 -0.16 0.25 0.20
C -0.64526 0.11337 -1.54282 0.27 -0.34 0.34
N -1.33663 -0.91100 -1.10232 -0.67 0.17 -0.72
N -0.71186 -1.57572 -0.12630 0.75 -0.19 0.90
C -1.02555 -2.77693 0.19321 -0.25 0.36 -0.53
C -0.24406 -3.42135 1.24007 0.27 -0.23 0.36
C -0.47834 -4.73960 1.61919 -0.09 0.16 -0.19
C 0.32408 -5.33162 2.57647 0.13 0.00 0.12
C 1.36722 -4.60096 3.13052 -0.09 -0.08 -0.09
C 1.54736 -3.29402 2.71816 0.01 -0.09 0.01
N 0.75806 -2.70777 1.81186 0.01 -0.56 0.21
C -1.11799 1.14934 -2.38602 -0.09 0.25 -0.13
C -2.43484 1.29647 -2.79668 0.03 -0.08 0.07
C -2.81281 2.37096 -3.57596 -0.08 -0.08 0.03
C -1.85809 3.36396 -3.95403 0.16 0.12 -0.03
C -0.56591 3.26565 -3.59214 -0.07 -0.03 -0.02
C -0.01809 2.11624 -2.79039 0.04 -0.07 0.08
H 2.59514 3.59984 -2.00728 -0.03 0.03 0.01
H 3.25444 1.83456 -0.00006 0.01 -0.03 -0.04
H -1.80196 -3.32169 -0.33816 0.02 -0.05 0.02
H -1.28484 -5.28648 1.14950 0.00 -0.01 0.02
H 0.14697 -6.35256 2.88629 -0.01 -0.01 -0.02
H 2.02875 -5.03345 3.86705 0.01 0.02 0.01
H 2.34413 -2.68416 3.12662 -0.03 0.02 0.01
H -3.15425 0.54658 -2.49189 -0.03 0.03 -0.02
H -3.83980 2.47049 -3.89878 0.00 -0.01 0.00
H -2.18363 4.20492 -4.55198 -0.01 0.00 0.02
H 0.14872 4.02209 -3.89868 -0.02 0.01 -0.02
```
Positions in Å, forces in eV/Å.

- Frontier orbital gap (spin up / spin down): 5.644 / 6.358 eV
- LUMO (spin up / spin down): -6.1 / -7.6 eV
- 2S+1: 5
- Charge: +2

=====

Energy, record by record: -27231.3002; -48468.2118 eV